{
  "formula": "C6H10",
  "method": "ωB97M-V/def2-TZVPD",
  "species": ["C", "C", "C", "C", "C", "C", "H", "H", "H", "H", "H", "H", "H", "H", "H", "H"],
  "coordinates": [[-2.280, 0.463, -0.931], [-1.363, -0.646, -0.466], [-0.278, -0.165, 0.466], [1.171, -0.843, 1.349], [1.138, -0.316, 0.059], [1.872, 1.020, -0.155], [-2.922, 0.139, -1.794], [-2.990, 0.751, 0.014], [-1.883, 1.509, -1.155], [-1.786, -1.521, -0.106], [-0.421, 0.823, 0.976], [1.129, -1.877, 1.591], [1.254, -0.964, -0.697], [2.907, 0.830, -0.395], [1.322, 1.470, -0.987], [1.828, 1.766, 0.623]],
  "lowdin_charge": [-0.136, -0.044, -0.176, 0.090, -0.510, -0.042, 0.072, 0.130, 0.084, 0.073, 0.123, 0.017, 0.094, 0.074, 0.076, 0.076],
  "e_above_lowest_kcal_mol": 169.1,
  "spin_multiplicity": 1,
  "orbital_gap_ev": 5.97,
  "homo_energy_ev": -7.27
}

---

{
  "formula": "C6H10",
  "method": "ωB97M-V/def2-TZVPD",
  "species": ["C", "C", "C", "C", "C", "C", "H", "H", "H", "H", "H", "H", "H", "H", "H", "H"],
  "coordinates": [[-1.339, -0.223, 1.375], [-0.800, 0.309, 0.076], [-1.499, 0.615, -1.083], [1.651, 0.612, 0.909], [0.669, 0.180, -0.014], [1.225, -0.696, -1.221], [-1.269, -1.249, 1.131], [-0.742, 0.385, 2.115], [-2.355, 0.122, 1.655], [-0.943, 0.941, -1.885], [-2.630, 0.575, -1.238], [2.689, 0.376, 0.682], [1.398, 0.654, 2.007], [2.241, -0.899, -0.942], [0.607, -1.601, -1.388], [1.096, -0.102, -2.179]],
  "lowdin_charge": [-0.057, -0.359, 0.060, 0.046, -0.300, -0.056, 0.078, 0.088, 0.085, 0.013, 0.088, 0.041, 0.063, 0.045, 0.084, 0.084],
  "e_above_lowest_kcal_mol": 58.0,
  "spin_multiplicity": 1,
  "smiles": "C=C(C)C(=C)C",
  "orbital_gap_ev": 9.51,
  "homo_energy_ev": -8.64
}

---

{
  "formula": "C6H10",
  "method": "ωB97M-V/def2-TZVPD",
  "species": ["C", "C", "C", "C", "C", "C", "H", "H", "H", "H", "H", "H", "H", "H", "H", "H"],
  "coordinates": [[1.331, -0.384, -1.139], [0.957, -1.763, -1.666], [-0.233, 0.855, 0.331], [0.642, -0.107, 0.306], [-0.991, 1.028, 1.712], [-2.187, 1.598, 1.804], [-0.618, 1.444, -0.485], [0.903, -0.809, 1.082], [2.409, -0.321, -0.971], [1.063, 0.393, -1.857], [-0.468, 0.716, 2.609], [1.224, -2.535, -0.946], [-0.114, -1.828, -1.851], [1.480, -1.979, -2.599], [-2.723, 1.914, 0.919], [-2.674, 1.777, 2.751]],
  "lowdin_charge": [-0.237, -0.132, -0.110, -0.103, -0.163, -0.028, 0.101, 0.104, 0.091, 0.092, 0.087, 0.067, 0.071, 0.065, 0.050, 0.045],
  "e_above_lowest_kcal_mol": 32.1,
  "spin_multiplicity": 1,
  "smiles": "C=C/C=C/CC",
  "orbital_gap_ev": 10.23,
  "homo_energy_ev": -8.97
}

---

{
  "formula": "C6H10",
  "method": "ωB97M-V/def2-TZVPD",
  "species": ["C", "C", "C", "C", "C", "C", "H", "H", "H", "H", "H", "H", "H", "H", "H", "H"],
  "coordinates": [[-0.445, -1.216, -0.256], [0.012, 0.019, -1.038], [-0.792, 1.305, -0.823], [1.575, 0.457, 1.238], [0.630, -0.355, 1.649], [-0.335, -1.201, 1.449], [-0.384, -0.521, -1.930], [-1.508, -1.323, -0.486], [0.131, -2.063, -0.673], [1.080, 0.184, -1.268], [-0.390, 2.012, -0.085], [-0.901, 1.850, -1.768], [-1.792, 1.023, -0.478], [2.552, 0.057, 0.990], [1.457, 1.534, 1.240], [-0.892, -1.762, 2.238]],
  "lowdin_charge": [-0.179, -0.307, -0.102, -0.035, -0.171, -0.037, 0.105, 0.090, 0.104, 0.107, 0.061, 0.069, 0.075, 0.067, 0.059, 0.094],
  "e_above_lowest_kcal_mol": 69.7,
  "spin_multiplicity": 1,
  "smiles": "C=C=CCCC",
  "orbital_gap_ev": 10.38,
  "homo_energy_ev": -9.23
}

---

{
  "formula": "C6H10",
  "method": "ωB97M-V/def2-TZVPD",
  "species": ["C", "C", "C", "C", "C", "C", "H", "H", "H", "H", "H", "H", "H", "H", "H", "H"],
  "coordinates": [[1.846, -0.304, 0.370], [0.397, -0.014, 0.063], [-0.063, 1.430, 0.069], [-0.733, 0.008, 1.082], [-1.666, -0.587, 0.008], [-0.451, -0.832, -0.927], [2.177, 0.245, 1.261], [2.496, -0.022, -0.469], [1.991, -1.373, 0.565], [0.686, 2.117, 0.474], [-0.583, 1.795, -0.820], [-0.842, 1.340, 1.201], [-2.123, -1.500, 0.408], [-2.474, 0.046, -0.374], [-0.504, -0.462, -1.960], [-0.154, -1.887, -0.951]],
  "lowdin_charge": [-0.042, -0.561, -0.044, -0.038, -0.194, -0.127, 0.082, 0.081, 0.079, 0.106, 0.109, 0.134, 0.101, 0.104, 0.104, 0.107],
  "e_above_lowest_kcal_mol": 94.1,
  "spin_multiplicity": 1,
  "orbital_gap_ev": 9.16,
  "homo_energy_ev": -8.14
}

---

{
  "formula": "C6H10",
  "method": "ωB97M-V/def2-TZVPD",
  "species": ["C", "C", "C", "C", "C", "C", "H", "H", "H", "H", "H", "H", "H", "H", "H", "H"],
  "coordinates": [[1.815, 1.476, 1.638], [1.683, 0.886, 0.227], [-2.524, -1.181, -1.370], [-1.423, -1.244, -0.630], [-0.547, -0.110, -0.386], [0.670, -0.218, 0.141], [0.858, 1.589, 2.153], [2.236, 2.486, 1.607], [2.479, 0.853, 2.237], [2.639, 0.423, -0.032], [1.535, 1.646, -0.542], [-3.113, -2.080, -1.505], [-2.864, -0.261, -1.825], [-1.083, -2.209, -0.274], [-0.847, 0.893, -0.689], [1.006, -1.210, 0.451]],
  "lowdin_charge": [-0.108, -0.260, -0.004, -0.201, -0.137, -0.132, 0.071, 0.066, 0.068, 0.101, 0.104, 0.050, 0.056, 0.100, 0.115, 0.111],
  "e_above_lowest_kcal_mol": 21.3,
  "spin_multiplicity": 1,
  "smiles": "C=C/C=C/CC",
  "orbital_gap_ev": 9.72,
  "homo_energy_ev": -8.58
}

---

{
  "formula": "C6H10",
  "method": "ωB97M-V/def2-TZVPD",
  "species": ["C", "C", "C", "C", "C", "C", "H", "H", "H", "H", "H", "H", "H", "H", "H", "H"],
  "coordinates": [[1.424, 0.198, 1.857], [0.412, -0.289, 0.876], [-1.691, 0.980, -0.562], [-1.497, -0.202, -1.142], [-0.118, -0.589, -1.587], [0.739, -0.730, -0.341], [1.177, -0.022, 2.899], [2.417, -0.176, 1.598], [1.449, 1.296, 1.758], [-0.622, -0.094, 1.142], [-2.560, 1.200, 0.050], [-0.897, 1.728, -0.568], [-2.243, -0.990, -1.068], [0.341, 0.223, -2.176], [-0.093, -1.473, -2.234], [1.763, -1.060, -0.503]],
  "lowdin_charge": [-0.105, -0.194, -0.033, -0.206, -0.211, -0.118, 0.068, 0.071, 0.082, 0.085, 0.062, 0.076, 0.102, 0.117, 0.103, 0.102],
  "e_above_lowest_kcal_mol": 35.9,
  "spin_multiplicity": 1,
  "smiles": "C=CC/C=C/C",
  "orbital_gap_ev": 10.03,
  "homo_energy_ev": -8.81
}

---

{
  "formula": "C6H10",
  "method": "ωB97M-V/def2-TZVPD",
  "species": ["C", "C", "C", "C", "C", "C", "H", "H", "H", "H", "H", "H", "H", "H", "H", "H"],
  "coordinates": [[2.140, 0.420, 0.027], [1.396, -0.887, 0.293], [0.535, -0.810, 1.571], [-0.597, -0.745, 1.091], [-1.779, -0.333, 0.364], [-1.570, 0.974, -0.419], [1.575, 1.288, 0.386], [3.118, 0.435, 0.516], [2.286, 0.539, -1.051], [0.690, -1.101, -0.530], [2.045, -1.759, 0.314], [-2.517, -0.193, 1.155], [-2.153, -1.126, -0.296], [-0.915, 0.842, -1.288], [-2.534, 1.338, -0.786], [-1.122, 1.738, 0.223]],
  "lowdin_charge": [-0.111, -0.299, -0.031, -0.083, -0.238, -0.091, 0.069, 0.071, 0.070, 0.088, 0.095, 0.119, 0.118, 0.075, 0.071, 0.079],
  "e_above_lowest_kcal_mol": 78.7,
  "spin_multiplicity": 1,
  "smiles": "CCC#CCC",
  "orbital_gap_ev": 9.98,
  "homo_energy_ev": -9.06
}

---

{
  "formula": "C6H10",
  "method": "ωB97M-V/def2-TZVPD",
  "species": ["C", "C", "C", "C", "C", "C", "H", "H", "H", "H", "H", "H", "H", "H", "H", "H"],
  "coordinates": [[0.365, -1.803, 0.012], [-0.895, -0.803, -0.189], [-1.172, 0.507, 0.249], [0.030, 1.189, 0.862], [1.185, 0.524, 0.082], [0.489, -0.586, -0.750], [0.901, -1.940, 0.955], [0.039, -2.735, -0.445], [-1.641, -1.293, -0.806], [-0.743, 1.045, -1.432], [-2.183, 0.881, 0.385], [0.066, 1.014, 1.948], [0.009, 2.271, 0.715], [1.954, 0.110, 0.742], [1.676, 1.234, -0.588], [-0.078, 0.385, -1.741]],
  "lowdin_charge": [-0.017, -0.285, -0.121, -0.191, -0.182, -0.279, 0.100, 0.100, 0.136, 0.110, 0.103, 0.110, 0.106, 0.102, 0.100, 0.109],
  "e_above_lowest_kcal_mol": 140.8,
  "spin_multiplicity": 1,
  "orbital_gap_ev": 8.50,
  "homo_energy_ev": -8.12
}

---

{
  "formula": "C6H10",
  "method": "ωB97M-V/def2-TZVPD",
  "species": ["C", "C", "C", "C", "C", "C", "H", "H", "H", "H", "H", "H", "H", "H", "H", "H"],
  "coordinates": [[-0.740, 1.589, -0.313], [-0.197, 0.394, -1.040], [1.190, -0.620, -0.594], [1.153, -0.604, 0.950], [-0.324, -1.078, 0.942], [-0.301, -0.990, -0.588], [-0.549, 2.529, -0.843], [-0.344, 1.689, 0.700], [-1.824, 1.456, -0.239], [-0.267, 0.460, -2.130], [1.302, 0.390, -1.166], [1.825, -1.340, 1.410], [1.378, 0.362, 1.406], [-1.059, -0.433, 1.441], [-0.462, -2.097, 1.310], [-0.779, -1.707, -1.246]],
  "lowdin_charge": [-0.068, -0.262, -0.078, -0.183, -0.140, -0.282, 0.079, 0.072, 0.086, 0.138, 0.117, 0.101, 0.093, 0.099, 0.103, 0.124],
  "e_above_lowest_kcal_mol": 87.9,
  "spin_multiplicity": 1,
  "smiles": "C[C@H]1[C@H]2CC[C@@H]12",
  "orbital_gap_ev": 8.94,
  "homo_energy_ev": -7.88
}

---

{
  "formula": "C6H10",
  "method": "ωB97M-V/def2-TZVPD",
  "species": ["C", "C", "C", "C", "C", "C", "H", "H", "H", "H", "H", "H", "H", "H", "H", "H"],
  "coordinates": [[-0.511, 0.414, 0.885], [0.332, 1.138, 1.676], [0.400, -0.798, -0.392], [-0.422, 0.310, -0.568], [-0.162, 1.441, -1.520], [-0.097, -2.170, -0.009], [-1.364, -0.126, 1.318], [1.327, 1.371, 1.321], [0.002, 1.427, 2.660], [1.492, -0.697, -0.385], [-0.881, 2.260, -1.371], [0.832, 1.878, -1.378], [-0.285, 1.121, -2.560], [-1.174, -2.254, -0.171], [0.438, -2.938, -0.563], [0.072, -2.375, 1.058]],
  "lowdin_charge": [-0.236, 0.023, -0.111, -0.309, -0.077, -0.089, 0.114, 0.054, 0.043, 0.130, 0.077, 0.071, 0.073, 0.082, 0.076, 0.080],
  "e_above_lowest_kcal_mol": 92.8,
  "spin_multiplicity": 1,
  "orbital_gap_ev": 7.47,
  "homo_energy_ev": -7.03
}

---

{
  "formula": "C6H10",
  "method": "ωB97M-V/def2-TZVPD",
  "species": ["C", "C", "C", "C", "C", "C", "H", "H", "H", "H", "H", "H", "H", "H", "H", "H"],
  "coordinates": [[-1.887, 0.081, 0.379], [-1.819, -0.145, -0.923], [-0.541, 0.095, 1.099], [0.561, 0.031, 0.049], [0.965, -1.379, -0.194], [1.232, 1.303, -0.532], [-2.825, 0.315, 0.902], [-2.294, 0.005, -1.854], [-0.710, 1.050, 1.747], [-0.263, -0.652, 1.765], [1.835, -1.613, 0.439], [1.421, -1.677, -1.079], [0.195, -2.132, -0.079], [1.770, 1.025, -1.380], [1.956, 1.591, 0.147], [0.405, 2.101, -0.485]],
  "lowdin_charge": [-0.207, 0.125, -0.217, -0.286, -0.103, -0.041, 0.088, 0.019, 0.138, 0.071, 0.088, 0.047, 0.082, 0.049, 0.036, 0.113],
  "e_above_lowest_kcal_mol": 124.3,
  "spin_multiplicity": 1,
  "orbital_gap_ev": [9.26, 7.41],
  "homo_energy_ev": [-8.18, -6.93]
}

---

Number 1: E -234.3331 a.u.. Number 2: E -234.5100 a.u.. Number 3: E -234.5513 a.u.. Number 4: E -234.4914 a.u.. Number 5: E -234.4525 a.u.. Number 6: E -234.5686 a.u.. Number 7: E -234.5453 a.u.. Number 8: E -234.4771 a.u.. Number 9: E -234.3782 a.u.. Number 10: E -234.4624 a.u.. Number 11: E -234.4545 a.u.. Number 12: E -234.4044 a.u..